Entry 1:
Entry from the OMol25 dataset: C28H38N4O4Sr as an isolated structure (ωB97M-V with the def2-TZVPD basis set).

Geometry as XYZ:
```
75
Properties=species:S:1:pos:R:3:forces:R:3:lowdin_charge:R:1
Sr 1.4049 -0.2038 -1.0569 0.67 -0.17 0.03 1.58
C -5.2126 -3.1785 -0.6177 0.08 0.00 -0.08 -0.04
C -3.7292 -2.9243 -0.6398 -0.09 -0.06 0.14 -0.25
C -2.8850 -3.3934 0.3347 -0.04 0.01 -0.05 0.02
C -1.4889 -3.2183 0.2276 -0.02 0.21 -0.21 -0.14
C -0.5269 -3.7988 1.0834 0.19 -0.04 -0.01 0.01
N -0.5640 -3.9275 2.3828 -0.07 -0.03 -0.05 0.09
C -1.4155 -3.1815 3.3091 0.03 0.21 0.17 -0.13
C -0.6673 -1.9247 3.7874 -0.06 -0.03 -0.11 -0.13
C -0.5877 -0.8117 2.7375 0.17 -0.15 0.09 -0.16
N -1.8719 -0.1098 2.6946 0.00 -0.02 0.00 0.09
C -2.1286 1.1669 2.4951 -0.12 0.01 0.09 0.01
C -1.4394 2.2027 1.8513 0.30 -0.02 -0.27 -0.11
C -1.9113 3.5133 2.1541 -0.02 -0.01 0.05 0.02
C -1.4751 4.6256 1.5005 -0.01 0.09 0.03 -0.25
C -1.9235 6.0190 1.8421 -0.02 -0.04 -0.06 -0.03
C -0.6417 4.4039 0.3893 0.01 -0.19 0.00 0.05
C -0.1684 3.1646 -0.0019 -0.03 0.07 0.10 -0.10
C 0.4630 3.1312 -1.3170 0.00 0.13 -0.18 -0.09
N 0.9988 2.1449 -1.9153 -0.15 0.01 0.12 -0.07
C 1.3848 2.3363 -3.3110 0.03 0.14 -0.14 -0.22
C 1.3258 1.0430 -4.1189 0.03 -0.01 -0.16 -0.19
C -0.0398 0.3645 -4.1890 -0.07 0.04 -0.12 -0.20
N -0.2869 -0.4719 -3.0114 0.01 -0.03 0.10 -0.05
C -1.3695 -1.1364 -2.9654 -0.02 0.13 -0.16 -0.09
C -1.8021 -1.9687 -1.8427 -0.06 -0.03 0.05 -0.10
C -3.1556 -2.2205 -1.7150 0.19 0.00 0.02 0.04
C -0.8957 -2.4831 -0.8576 -0.35 -0.26 0.30 -0.33
O 0.3612 -2.2867 -0.8441 -0.01 -0.14 -0.07 -0.23
C -0.4689 1.9931 0.7898 -0.37 0.09 0.33 -0.29
O -0.0223 0.8390 0.5373 0.02 0.09 -0.08 -0.19
H -5.5287 -3.6542 0.3084 0.02 0.00 0.02 0.08
H -5.4937 -3.8342 -1.4430 -0.06 0.00 0.02 0.09
H -5.7694 -2.2482 -0.7331 -0.03 -0.01 0.01 0.09
H -3.2910 -3.9932 1.1417 -0.01 0.00 0.02 0.13
H 0.3875 -4.1425 0.6068 0.01 -0.04 0.07 0.16
H 0.2004 -4.4270 2.8181 0.02 0.00 -0.05 0.17
H -1.6506 -3.8251 4.1547 -0.03 -0.03 -0.04 0.14
H -2.3458 -2.9221 2.8132 -0.03 -0.07 -0.04 0.10
H 0.3453 -2.2135 4.0758 0.01 0.03 0.01 0.12
H -1.1438 -1.5417 4.6926 0.00 -0.03 0.03 0.13
H -0.3249 -1.2078 1.7570 -0.03 0.06 0.02 0.10
H 0.1760 -0.0872 3.0175 -0.04 0.02 -0.04 0.12
H -2.6251 -0.6172 3.1366 -0.04 0.07 -0.02 0.15
H -3.0876 1.4655 2.9115 -0.01 -0.06 0.00 0.15
H -2.6374 3.6170 2.9537 -0.01 0.02 0.00 0.13
H -2.5243 6.0350 2.7487 0.00 -0.01 0.01 0.08
H -2.5235 6.4349 1.0310 0.00 0.04 0.02 0.09
H -1.0684 6.6788 1.9891 0.00 0.00 0.03 0.09
H -0.3912 5.2626 -0.2265 0.02 -0.01 -0.03 0.14
H 0.3739 4.0859 -1.8499 0.01 -0.02 -0.02 0.14
H 2.4020 2.7349 -3.3515 -0.02 0.01 0.02 0.11
H 0.7371 3.0789 -3.7900 0.01 0.00 0.03 0.13
H 2.0673 0.3067 -3.7742 0.00 0.08 0.01 0.09
H 1.6375 1.2960 -5.1344 0.01 -0.02 0.01 0.13
H -0.0830 -0.2482 -5.0931 -0.02 -0.02 0.04 0.13
H -0.8269 1.1213 -4.2734 0.02 -0.01 -0.01 0.13
H -2.0901 -1.0711 -3.7897 0.01 0.01 0.01 0.14
H -3.8263 -1.8459 -2.4825 0.04 0.03 -0.04 0.13
C 3.4267 -0.6304 2.0399 0.06 0.03 0.07 -0.05
O 3.1246 -1.1349 0.7439 -0.07 0.06 -0.03 -0.30
C 4.2744 -1.5214 -0.0049 0.08 -0.09 -0.17 -0.18
C 4.9627 -0.3464 -0.6551 -0.03 -0.09 0.05 -0.18
O 4.0719 0.1940 -1.6293 -0.10 -0.04 0.08 -0.28
C 4.7072 1.1960 -2.4214 0.08 0.08 -0.06 -0.06
H 4.0350 -1.3478 2.5952 -0.02 -0.01 0.00 0.11
H 2.4805 -0.4813 2.5549 -0.01 0.01 -0.01 0.08
H 3.9559 0.3241 1.9962 0.00 -0.01 -0.02 0.10
H 3.9145 -2.1906 -0.7908 0.00 -0.04 0.04 0.14
H 4.9747 -2.0895 0.6129 -0.03 0.08 0.09 0.14
H 5.8808 -0.6917 -1.1401 -0.01 0.01 -0.01 0.14
H 5.2321 0.4218 0.0777 0.02 0.02 -0.03 0.14
H 5.6797 0.8450 -2.7720 -0.02 -0.02 0.00 0.11
H 4.8461 2.1178 -1.8509 -0.01 -0.02 0.02 0.11
H 4.0773 1.3880 -3.2844 -0.01 0.00 0.00 0.07
```
Positions in Å, forces in eV/Å.

As for the HOMO-LUMO gap: 7.3 eV. Its total charge is +2. For the highest occupied orbital energy, the calculation gives -12.91 eV.

---

Entry 2:
Entry from the OMol25 dataset: C6H16N as an isolated structure at a distorted geometry (ωB97M-V with the def2-TZVPD basis set).

Geometry as XYZ:
```
23
Properties=species:S:1:pos:R:3:forces:R:3:nbo_charge:R:1
C -0.1971 -1.9924 1.2204 -1.45 -1.67 -0.32 -0.64
C 0.7001 -0.8877 0.7143 0.31 -1.76 2.90 -0.25
C 0.2400 0.4016 0.4645 0.54 -1.45 0.83 0.02
C 0.8963 -0.8347 -0.8526 1.25 0.81 -2.79 -0.45
C 1.8441 0.1893 -1.6530 -0.98 0.11 -0.90 -0.39
C 0.9385 1.2062 -2.3650 -1.22 -0.15 0.05 -0.62
N -3.5151 1.5041 2.2832 -1.02 2.96 -3.15 -0.27
H -0.2415 -2.8890 0.5782 0.52 0.40 -0.06 0.26
H 0.0970 -2.4088 2.1972 0.24 0.63 -0.28 0.28
H -1.2703 -1.7753 1.3086 0.24 0.58 -0.03 0.21
H 1.6748 -1.0976 1.2002 -0.31 1.11 -0.55 0.29
H -0.8089 0.4908 0.2073 0.20 0.28 -0.25 0.21
H 0.8653 1.2119 0.8092 0.15 0.54 -1.06 0.27
H -0.0016 -1.0575 -1.4383 -0.02 0.26 0.38 0.26
H 1.5102 -1.7584 -0.9556 -0.27 0.29 0.79 0.38
H 2.6196 0.6412 -1.0415 -0.08 -0.03 0.30 0.24
H 2.3651 -0.3697 -2.4420 -0.16 -0.15 0.42 0.26
H 0.4422 1.9005 -1.6790 0.24 0.07 0.23 0.19
H 0.0868 0.6730 -2.8334 0.48 0.06 0.09 0.21
H 1.3302 1.8228 -3.1645 0.71 -0.12 0.06 0.27
H -4.4789 1.3367 1.9349 -0.11 -1.04 1.11 0.44
H -3.4505 2.5072 2.5541 0.19 -0.60 1.48 0.43
H -2.8877 1.4292 1.4661 0.56 -1.14 0.74 0.40
```
Positions in Å, forces in eV/Å.

As for the spin multiplicity: 2. As for the HOMO-LUMO gap (alpha / beta): 9.9 / 4.5 eV. Its total charge is +2. For the highest occupied orbital energy (alpha / beta), the calculation gives -18.58 / -18.58 eV.

---

Entry 3:
Entry from the OMol25 dataset: NO5P as an isolated structure at a distorted geometry (ωB97M-V with the def2-TZVPD basis set).

Geometry as XYZ:
```
7
Properties=species:S:1:pos:R:3:forces:R:3:nbo_charge:R:1
N 0.3811 -0.8925 0.3837 0.13 -2.48 0.85 0.27
O -2.1866 0.7375 0.3332 4.39 -0.20 -1.33 -1.20
O 0.0578 0.5099 -1.8547 0.36 -0.87 -2.15 -1.18
O 0.7749 -0.9118 1.5439 0.16 0.47 -0.04 -0.45
O 0.1296 -1.9647 -0.1887 0.17 1.03 -0.13 -0.46
O 0.8350 1.8079 0.1998 -0.02 -1.04 0.15 -1.17
P 0.0081 0.7138 -0.4171 -5.19 3.11 2.65 2.19
```
Positions in Å, forces in eV/Å.

As for the HOMO-LUMO gap (alpha / beta): 6.2 / 6.2 eV. Its total charge is -2. For the highest occupied orbital energy (alpha / beta), the calculation gives 0.93 / 0.93 eV.

---

Entry 4:
Entry from the OMol25 dataset: C45H51BGe2MgN6O4 as an isolated structure at a distorted geometry (ωB97M-V with the def2-TZVPD basis set).

Geometry as XYZ:
```
110
Properties=species:S:1:pos:R:3:forces:R:3:lowdin_charge:R:1
Mg 0.8115 -0.8644 -0.8323 -0.44 -0.64 -1.23 0.60
N 0.2273 -2.1051 0.8869 -0.23 0.38 -0.96 0.06
C -0.8655 -2.9788 0.4368 0.39 -0.07 0.35 -0.25
C -1.6155 -3.6764 1.3639 -0.54 -0.59 1.04 -0.07
C -2.5935 -4.5933 0.9897 -0.21 0.15 -0.10 -0.11
C -2.9079 -4.7539 -0.3474 -1.09 -0.20 -0.16 -0.07
C -2.1789 -4.0434 -1.3082 0.60 -1.54 -0.08 -0.18
C -2.3275 -4.3741 -2.6775 -0.88 0.39 -0.21 -0.08
C -1.6883 -3.5940 -3.6295 1.60 0.74 0.05 -0.10
C -0.6671 -2.7432 -3.1657 -1.92 -0.23 -1.17 -0.20
N -0.4513 -2.4493 -1.8771 1.74 -0.04 1.73 -0.02
C -1.0988 -3.2050 -0.9105 -0.66 1.36 -1.06 -0.19
H 1.1228 -2.5757 0.8352 0.15 -0.58 0.34 0.09
H 0.0894 -1.8124 1.8499 0.08 -0.01 0.00 0.07
H -1.5024 -3.4863 2.4249 0.34 -0.01 0.05 0.09
H -3.1204 -5.1914 1.7218 -0.03 0.26 0.21 0.09
H -3.8061 -5.3489 -0.6943 1.36 0.48 0.54 0.13
H -3.0121 -5.1687 -2.9479 -0.13 0.15 -0.01 0.09
H -1.9134 -3.6238 -4.7023 0.31 -0.27 0.48 0.10
H -0.1422 -2.1323 -3.8596 0.47 0.42 -0.61 0.07
C 5.0456 0.3666 0.9046 0.70 0.43 0.23 -0.21
C 4.1370 -0.8674 0.6015 0.63 0.31 0.20 -0.40
Ge 3.7733 -0.9839 -1.3886 -0.55 -0.42 0.32 0.82
C 4.3903 -2.6215 -2.3931 0.81 -0.76 -0.23 -0.39
C 3.5895 -2.8292 -3.7000 1.26 -1.26 0.18 -0.20
C 4.7537 0.3558 -2.5387 0.42 0.83 0.48 -0.27
C 4.0455 1.0417 -3.4834 -0.48 -2.57 0.03 -0.35
Ge 2.2158 0.8927 -2.7750 -1.35 0.55 -1.38 0.82
C 1.8114 2.5966 -1.8272 -0.85 0.37 -0.04 -0.38
C 3.0757 3.2987 -1.2610 -1.71 0.12 -0.08 -0.16
C 0.9570 0.8107 -4.3749 -0.86 1.13 -0.46 -0.39
C 1.4487 0.1023 -5.6604 0.84 -0.30 0.66 -0.17
C 4.4994 1.2462 -4.8936 1.03 0.63 1.12 -0.24
C 4.0502 2.3125 -5.6732 -1.15 0.24 0.07 -0.08
C 4.6388 2.6852 -6.8557 0.18 -0.25 0.10 -0.09
C 5.7034 1.9306 -7.3288 0.09 0.59 -0.12 -0.10
C 6.1624 0.8466 -6.6059 0.18 -0.98 0.20 -0.09
C 5.5502 0.4678 -5.4112 0.29 -0.47 0.70 -0.04
H 5.4992 0.2910 1.9048 -0.36 0.00 0.06 0.05
H 4.5173 1.3578 0.8866 0.49 -1.00 -0.32 0.04
H 5.9821 0.4315 0.2582 -1.46 -0.11 0.33 0.08
H 3.1208 -0.8043 1.1360 1.67 -0.19 -0.55 0.02
H 4.7145 -1.7754 0.9237 -0.86 0.58 -0.16 0.06
H 4.2796 -3.5891 -1.8292 0.39 1.11 -0.02 0.06
H 5.4858 -2.4704 -2.7158 -1.39 -0.35 0.75 0.07
H 3.9373 -2.0949 -4.3968 -0.52 0.77 -0.61 0.03
H 2.5168 -2.8826 -3.5514 -0.19 0.32 -0.10 0.04
H 3.9133 -3.7971 -4.1684 -0.37 0.61 0.44 0.08
H 5.8532 0.4350 -2.4463 -0.23 -0.48 -0.57 0.06
H 1.0112 2.4037 -1.0729 0.77 0.07 -0.06 0.03
H 1.2279 3.1798 -2.5765 0.74 0.07 0.27 0.05
H 3.4035 2.7601 -0.3789 0.38 0.00 -0.08 0.02
H 2.8604 4.3344 -0.9689 0.03 -0.17 0.05 0.07
H 3.8217 3.3166 -2.0304 0.65 -0.03 -0.17 0.04
H 0.5960 1.8472 -4.6826 0.47 -0.92 0.55 0.07
H 0.0658 0.3405 -3.9446 -0.05 -0.16 -0.35 -0.01
H 2.2168 0.7682 -6.0913 -0.43 -0.53 -0.12 0.03
H 0.6582 -0.0690 -6.4364 0.62 -0.10 0.83 0.08
H 2.0116 -0.8388 -5.3586 -0.90 0.80 -0.72 0.07
H 3.1061 2.8191 -5.4690 0.35 0.10 0.77 0.11
H 4.2680 3.5892 -7.3348 0.14 -0.37 -0.29 0.11
H 6.1493 2.2460 -8.2512 0.43 -0.14 -0.32 0.09
H 7.0098 0.2285 -6.9263 -0.37 0.41 -0.20 0.11
H 5.9176 -0.4493 -4.8520 -0.51 1.38 -0.68 0.12
O 2.5240 2.5596 1.8928 -0.08 -1.76 1.64 0.19
C 2.1856 1.6251 2.5192 -2.36 -1.41 -0.44 -0.18
N 1.6194 0.5747 2.9406 3.30 4.59 -2.52 0.33
C -8.5080 4.4953 4.3434 -0.71 0.06 0.98 -0.07
C -7.1323 3.9023 4.3314 0.18 -1.41 -0.09 -0.26
C -6.8993 2.7389 5.1691 -1.62 2.00 -0.94 -0.06
C -5.7360 2.0719 5.1153 2.11 -0.47 -0.21 -0.03
C -4.6476 2.6083 4.3407 -1.70 -0.95 -0.97 -0.22
N -3.4240 1.8914 4.2232 1.18 -0.20 1.61 0.11
C -2.7828 1.3772 3.1344 0.67 0.05 -0.89 -0.49
O -1.5731 1.1112 3.2031 -1.22 -0.08 0.30 0.03
N -3.5316 1.2007 1.9742 1.40 -0.74 0.17 0.15
C -2.9760 0.6180 0.7774 -1.01 0.96 -0.37 -0.17
C -3.8434 0.2285 -0.2650 -0.37 0.39 0.64 0.02
C -3.3133 -0.0127 -1.5607 -1.33 0.71 0.39 -0.03
C -1.9549 0.0895 -1.7505 0.04 -0.27 2.48 -0.11
N -1.1228 0.2274 -0.6712 -0.03 0.79 -0.20 0.01
C -1.5954 0.5907 0.5406 0.02 -1.22 -0.33 -0.05
C -4.9180 3.6556 3.4433 0.85 -0.64 1.07 -0.04
C -6.1516 4.2987 3.4099 -0.80 0.56 0.68 -0.04
H -8.6431 5.0745 5.3026 -0.01 -0.30 -1.09 0.10
H -9.2705 3.6791 4.3808 0.54 0.61 -0.09 0.09
H -8.7216 5.1161 3.4620 0.15 -0.05 0.43 0.08
H -7.7073 2.3298 5.7927 0.25 0.40 -0.40 0.12
H -5.7115 1.1037 5.6349 0.66 0.53 -0.17 0.12
H -2.7685 1.7893 5.0334 -1.17 0.45 -0.90 0.18
H -4.5015 1.4559 2.0215 -0.19 -0.14 -0.22 0.13
H -4.9444 0.2139 0.0330 1.50 -0.13 -1.00 0.14
H -3.9733 -0.1468 -2.4417 0.46 -0.14 0.85 0.12
H -1.5187 -0.0402 -2.7051 0.46 -0.20 -0.66 0.08
H -0.9445 0.6859 1.4322 -0.12 0.09 -1.21 0.10
H -4.0739 3.9363 2.8354 -0.05 0.35 -0.35 0.12
H -6.3520 5.1762 2.7397 0.29 -1.09 0.62 0.13
O 0.7842 0.5243 5.3551 -0.35 -0.82 0.34 0.20
B 1.0781 0.0595 4.0859 -1.78 -3.15 1.60 -0.66
O 0.6609 -1.3347 3.9590 -0.45 1.33 0.44 0.12
C -0.0305 -1.6260 5.1297 1.27 -0.68 -0.49 -0.20
C -0.5439 -2.8764 5.4717 -0.26 0.37 1.73 0.02
C -1.0369 -2.9372 6.8364 0.37 -1.40 -0.94 -0.09
C -0.8370 -1.8957 7.7321 -0.42 1.07 -0.15 -0.11
C -0.2753 -0.6486 7.3545 0.17 0.28 -0.46 0.01
C 0.1236 -0.5515 6.0112 -0.23 0.52 0.73 -0.15
H -0.4553 -3.7876 4.8326 -0.35 1.14 0.48 0.13
H -1.5088 -3.8974 7.2151 0.70 1.34 -0.60 0.12
H -1.2114 -1.9470 8.7547 0.13 -0.31 -0.27 0.10
H -0.1877 0.1827 8.1104 0.06 -1.00 -1.13 0.13
```
Positions in Å, forces in eV/Å.

As for the HOMO-LUMO gap (alpha / beta): 4.8 / 4.3 eV. For the highest occupied orbital energy (alpha / beta), the calculation gives -4.73 / -4.30 eV.

---

Entry 5:
Entry from the OMol25 dataset: CH5N2S2 as an isolated structure at a distorted geometry (ωB97M-V with the def2-TZVPD basis set).

Geometry as XYZ:
```
10
Properties=species:S:1:pos:R:3:forces:R:3:nbo_charge:R:1
C -0.1547 -0.6063 0.9130 2.89 -2.53 -3.53 -0.21
N 0.3413 -1.1912 -0.7832 -2.79 2.03 3.58 -0.81
N -0.3232 0.8205 0.6425 0.21 0.83 3.34 -0.75
S -1.3422 -1.3174 1.9622 -3.37 -0.74 -0.90 0.28
S 0.7536 -1.1219 2.3087 3.24 0.45 0.46 0.32
H 0.3923 -2.1924 -0.8360 0.05 -0.48 0.47 0.39
H 1.2331 -0.7782 -0.9597 0.90 0.14 0.22 0.37
H -0.8782 0.7821 -0.2074 -0.22 1.20 -0.47 0.49
H 0.5198 1.4538 0.7288 -0.55 -1.09 -1.26 0.47
H -0.8014 1.1068 1.5577 -0.37 0.20 -1.91 0.46
```
Positions in Å, forces in eV/Å.

As for the spin multiplicity: 3. As for the HOMO-LUMO gap (alpha / beta): 7.7 / 7.2 eV. Its total charge is +1. For the highest occupied orbital energy (alpha / beta), the calculation gives -11.59 / -14.44 eV.

---

Repeat the third record exactly.
Entry from the OMol25 dataset: NO5P as an isolated structure at a distorted geometry (ωB97M-V with the def2-TZVPD basis set).

Geometry as XYZ:
```
7
Properties=species:S:1:pos:R:3:forces:R:3:nbo_charge:R:1
N 0.3811 -0.8925 0.3837 0.13 -2.48 0.85 0.27
O -2.1866 0.7375 0.3332 4.39 -0.20 -1.33 -1.20
O 0.0578 0.5099 -1.8547 0.36 -0.87 -2.15 -1.18
O 0.7749 -0.9118 1.5439 0.16 0.47 -0.04 -0.45
O 0.1296 -1.9647 -0.1887 0.17 1.03 -0.13 -0.46
O 0.8350 1.8079 0.1998 -0.02 -1.04 0.15 -1.17
P 0.0081 0.7138 -0.4171 -5.19 3.11 2.65 2.19
```
Positions in Å, forces in eV/Å.

As for the HOMO-LUMO gap (alpha / beta): 6.2 / 6.2 eV. Its total charge is -2. For the highest occupied orbital energy (alpha / beta), the calculation gives 0.93 / 0.93 eV.